# 1
{
  "formula": "C5H8O2",
  "method": "ωB97M-V/def2-TZVPD",
  "e_lumo_ev": [-0.82, -0.70],
  "max_force_ev_per_a": 3.8,
  "de_lowest_ev": 7.4070,
  "orbital_gap_ha": [0.3306, 0.3097],
  "homo_ev": [-9.8, -9.1],
  "total_charge": 0,
  "symbols": ["C", "H", "C", "H", "H", "O", "H", "C", "C", "H", "H", "H", "O", "C", "H"],
  "positions_angstrom": [[-0.52367, -1.38232, 0.19084], [3.68346, -0.25891, -0.62273], [0.01937, 0.01795, 0.04206], [-1.24968, 1.18753, 1.27115], [-1.57851, -1.32864, 0.46690], [-0.08730, 0.56275, -1.25020], [0.22334, 0.60055, 2.10163], [1.42958, 0.07867, -0.62542], [-0.17817, 1.00092, 1.16756], [0.04826, -1.92673, 0.94772], [-0.46947, -1.92239, -0.75642], [-2.37819, 0.70344, -2.01484], [-1.85917, 0.78888, -1.20049], [2.63409, -0.08493, -0.65831], [0.28606, 1.96323, 0.94054]],
  "forces_ev_per_angstrom": [[-0.07, -0.04, 0.02], [0.02, 0.12, -0.29], [2.07, 0.47, -2.07], [0.09, -0.16, 0.08], [0.15, 0.02, 0.14], [-3.74, 0.36, -0.41], [-0.05, 0.04, -0.11], [1.52, -1.26, 2.68], [-0.22, 0.12, 0.01], [-0.16, 0.08, -0.03], [0.16, 0.15, 0.08], [0.82, -0.10, -0.38], [0.09, 0.29, 0.41], [-0.77, 0.14, -0.11], [0.10, -0.24, -0.02]]
}


# 2
{
  "formula": "C32H36F6IrN5O6PS2",
  "method": "ωB97M-V/def2-TZVPD",
  "s2": 6.01,
  "e_lumo_ev": [-3.38, -3.41],
  "max_force_ev_per_a": 2.1,
  "de_lowest_ev": 0.6291,
  "orbital_gap_ha": [0.2127, 0.2096],
  "homo_ev": [-9.2, -9.1],
  "total_charge": 1,
  "multiplicity": 5,
  "symbols": ["H", "H", "C", "O", "C", "H", "H", "F", "C", "H", "C", "H", "C", "H", "C", "H", "N", "N", "H", "H", "C", "C", "C", "C", "H", "C", "O", "F", "S", "C", "H", "P", "F", "H", "H", "C", "C", "C", "H", "H", "C", "F", "H", "N", "H", "C", "S", "C", "C", "C", "Ir", "F", "C", "H", "H", "N", "C", "H", "C", "C", "H", "C", "H", "H", "H", "C", "O", "C", "H", "H", "O", "O", "C", "H", "F", "H", "C", "C", "N", "H", "H", "H", "C", "C", "H", "H", "O", "H", "H"],
  "positions_angstrom": [[-4.38274, 3.58027, 4.32382], [3.01642, -5.44290, -5.20983], [-1.22703, -3.89582, 1.17774], [0.34682, -0.31040, -0.44065], [-0.06605, -3.20074, 0.74737], [-0.25314, -1.23962, -4.55073], [-4.96273, 5.86343, 4.39736], [-4.09392, 1.08789, 0.88210], [3.66179, -7.40093, -4.55334], [3.76396, 0.41810, -2.53748], [1.91874, 1.18763, 0.60437], [1.07954, 4.11410, 3.62851], [-3.80789, 4.18678, 3.61168], [3.32281, 3.48283, -4.82733], [2.84462, -6.13513, -4.38043], [-1.29715, 4.21589, 2.59120], [2.95132, 0.63000, -3.10225], [-3.83000, 3.58227, 2.29596], [2.90668, 5.63493, 2.90659], [2.89744, 4.93314, 1.24894], [-1.78776, 0.94773, 0.64372], [-4.42575, 5.59270, 3.48758], [1.22483, 4.24450, 2.56123], [-0.31557, 2.60306, 1.59171], [4.72039, -7.15830, -4.57776], [3.67822, 2.81443, -4.04699], [0.34892, -3.26034, -0.45635], [-2.75691, -4.58602, 2.83246], [3.33240, -3.83835, -0.85768], [0.74474, -6.79814, 0.33434], [-0.83635, -0.50812, -3.06580], [2.17749, -4.66713, -2.29545], [-1.46895, -3.06813, 4.70985], [3.37834, -7.88201, -5.48493], [-4.82345, 5.57177, 1.47756], [2.69838, 1.71893, -3.84831], [-1.44422, 3.29072, 2.06054], [1.41140, 1.56345, -4.32891], [-3.66397, 6.34773, 3.28597], [2.60297, -6.84153, -0.78260], [-2.73621, 2.82254, 1.85039], [1.71329, -1.79827, 1.43050], [1.27547, -7.77648, -1.52014], [-5.37849, 5.56639, 2.34324], [-5.98939, 6.39002, 2.35357], [0.59950, -2.48489, 1.77820], [1.18590, -3.37518, -3.47174], [3.28676, 0.64057, 0.12497], [0.62476, 0.66809, 0.27094], [2.00467, 2.31519, 1.36010], [1.80357, -1.84927, -1.43923], [0.78571, -1.68856, 3.99918], [0.94971, 0.34350, -3.81527], [-0.31390, -6.69624, 0.11064], [-6.56451, 4.14952, 3.34460], [0.96293, 3.04757, 1.81221], [-1.00111, -3.13402, 3.45207], [0.49787, 5.58858, 0.95670], [2.32302, 5.16945, 2.12979], [-2.87437, 1.62410, 1.12879], [0.49656, 6.35492, 2.60061], [0.14170, -2.42997, 3.08145], [-1.01495, 0.35806, -4.60793], [-5.48887, 2.24392, 2.44429], [3.48657, -8.08797, -3.72933], [-5.18336, 3.17378, 1.94664], [4.25455, 1.33313, 0.40189], [-0.49377, 1.42016, 0.85456], [4.64902, 2.41297, -4.33402], [1.77473, -6.36195, -4.32950], [3.25199, -5.47886, -3.17124], [1.13741, -5.77016, -1.80728], [-6.14992, 4.29938, 2.34632], [2.99929, 2.66677, 1.60720], [-1.92791, -4.59803, 0.27175], [-5.23431, 3.01736, 0.86784], [-0.37038, -0.29392, -4.02503], [1.52357, -6.86766, -0.96458], [1.90146, -0.20352, -3.06539], [0.89925, -7.70366, 0.91514], [3.80350, 3.38416, -3.12524], [1.06359, -5.93794, 0.91817], [-1.66912, -3.88404, 2.48838], [0.89578, 5.58340, 1.95942], [-2.79294, 4.25428, 3.99644], [-1.92315, 0.02906, 0.09674], [3.33118, -0.41245, -0.56507], [-6.97310, 4.35880, 1.63464], [0.87180, 2.23868, -4.96017]],
  "forces_ev_per_angstrom": [[0.05, 0.02, 0.02], [-0.07, -0.04, 0.09], [0.26, 0.14, -0.24], [0.12, -0.54, -0.35], [-0.52, 0.19, 1.99], [-0.09, -0.02, -0.08], [-0.09, 0.06, -0.16], [0.03, 0.04, 0.11], [-0.15, 0.34, 0.16], [-0.08, 0.01, 0.10], [0.32, -0.59, -0.32], [-0.01, 0.08, -0.01], [0.00, 0.02, 0.13], [0.06, 0.02, 0.00], [-0.10, -0.21, -0.28], [0.02, 0.14, 0.02], [0.15, 0.39, -0.13], [-0.30, 0.17, -0.02], [0.00, 0.01, 0.13], [-0.05, -0.11, -0.15], [-0.11, 0.27, 0.15], [0.61, -0.13, 0.61], [0.02, 0.29, 0.33], [-0.63, -0.43, -0.25], [0.11, -0.02, -0.06], [0.09, -0.01, 0.10], [0.58, 0.81, -1.54], [0.11, 0.14, -0.05], [-0.68, 0.58, -0.59], [0.10, 0.11, -0.30], [-0.14, -0.04, 0.06], [0.51, -0.85, -0.37], [0.11, -0.03, -0.13], [0.03, -0.10, -0.11], [-0.11, 0.13, 0.17], [-0.20, -0.22, -0.05], [0.05, -0.11, 0.02], [0.17, -0.14, 0.18], [-0.15, -0.03, -0.08], [-0.08, -0.05, -0.06], [0.46, -0.21, -0.25], [-0.08, -0.11, 0.35], [0.11, 0.09, 0.04], [-0.14, 0.47, -0.32], [0.17, -0.19, -0.05], [-0.26, -0.18, -0.46], [0.40, 0.23, 0.82], [-0.52, 1.05, 0.42], [0.24, 0.51, 0.34], [0.05, -0.08, -0.06], [-0.27, -0.56, 0.37], [-0.06, -0.11, -0.19], [0.30, 0.24, -0.02], [-0.11, -0.01, 0.04], [0.07, 0.18, -0.07], [0.47, 0.05, -0.09], [0.09, 0.04, -0.23], [-0.01, -0.07, -0.13], [-0.01, -0.06, 0.05], [0.33, -0.20, -0.12], [-0.01, 0.01, 0.10], [-0.23, -0.10, 0.15], [-0.05, 0.01, -0.01], [-0.05, 0.15, -0.09], [-0.04, -0.08, 0.05], [-0.11, -0.12, -0.15], [0.28, 0.15, 0.09], [-0.18, 0.11, 0.03], [0.05, 0.08, -0.03], [0.07, 0.00, -0.06], [-0.13, 0.20, 0.46], [0.13, 0.70, -0.35], [-0.35, -0.65, -0.03], [-0.09, 0.05, -0.06], [0.09, 0.03, 0.09], [-0.05, -0.01, 0.16], [-0.03, -0.20, 0.09], [0.07, -0.29, 0.34], [-0.20, -0.42, 0.42], [0.05, -0.08, 0.07], [0.06, 0.04, -0.02], [0.01, 0.07, 0.08], [0.15, 0.18, 0.13], [-0.07, 0.02, 0.00], [-0.12, 0.05, -0.01], [-0.04, -0.14, -0.08], [-0.35, -1.40, -0.78], [0.06, 0.13, 0.08], [-0.08, 0.15, -0.18]]
}


# 3
{
  "formula": "C2H4NO3S",
  "method": "ωB97M-V/def2-TZVPD",
  "e_lumo_ev": 4.17,
  "max_force_ev_per_a": 3.3,
  "de_lowest_ev": 0.8715,
  "orbital_gap_ha": 0.3422,
  "homo_ev": -5.1,
  "total_charge": -1,
  "smiles": "O=S(=O)([O-])N1CC1",
  "symbols": ["C", "O", "O", "C", "H", "H", "O", "H", "N", "S", "H"],
  "positions_angstrom": [[1.00289, 0.83909, 0.13765], [-1.07814, -0.04208, -1.48144], [-1.97743, -1.34258, 0.40272], [1.00963, -0.71668, 0.12844], [1.86203, 1.40020, 0.48186], [0.64795, 1.01492, -0.89970], [-2.21604, 1.15823, 0.35651], [1.66298, -1.26543, 0.77582], [0.02252, 0.06886, 0.90557], [-1.47564, -0.04699, -0.05202], [0.53924, -1.06756, -0.75541]],
  "forces_ev_per_angstrom": [[-0.03, -2.46, -2.16], [-0.51, 0.05, 1.06], [-0.02, 0.80, -0.29], [-0.14, 2.22, 1.55], [-0.45, 0.07, 0.76], [0.33, 0.95, 0.88], [0.50, -1.25, -0.41], [0.35, -0.40, -0.13], [-0.08, 0.35, -1.19], [-0.45, 0.69, 0.60], [0.50, -1.01, -0.67]]
}